No. 1
{"formula": "C21H22N4O4", "method": "ωB97M-V/def2-TZVPD", "symbols": ["C", "O", "C", "C", "C", "C", "C", "C", "C", "O", "N", "C", "C", "C", "N", "N", "C", "C", "C", "N", "C", "O", "C", "C", "C", "O", "C", "C", "C", "H", "H", "H", "H", "H", "H", "H", "H", "H", "H", "H", "H", "H", "H", "H", "H", "H", "H", "H", "H", "H", "H"], "positions_angstrom": [[-0.91, 2.37, 5.34], [-0.32, 2.21, 4.07], [-0.27, 3.28, 3.21], [-0.89, 4.49, 3.49], [-0.82, 5.55, 2.61], [-0.11, 5.42, 1.42], [0.51, 4.22, 1.14], [0.44, 3.13, 2.01], [1.19, 1.92, 1.56], [2.07, 2.00, 0.73], [0.78, 0.74, 2.10], [1.36, -0.52, 1.91], [1.65, -1.45, 2.90], [2.15, -2.54, 2.20], [2.16, -2.31, 0.90], [1.67, -1.08, 0.72], [1.48, -0.53, -0.60], [-0.02, -0.41, -0.93], [-0.62, -1.80, -1.15], [0.07, -2.46, -2.23], [-0.45, -2.82, -3.42], [0.20, -3.43, -4.26], [-1.87, -2.46, -3.69], [-2.49, -1.18, -3.66], [-3.76, -1.37, -4.10], [-3.97, -2.67, -4.39], [-2.82, -3.31, -4.15], [1.47, -2.70, -1.94], [2.19, -1.38, -1.67], [-0.75, 1.42, 5.85], [-1.98, 2.56, 5.26], [-0.42, 3.16, 5.91], [-1.44, 4.62, 4.41], [-1.31, 6.48, 2.85], [-0.05, 6.24, 0.73], [1.08, 4.09, 0.23], [0.20, 0.80, 2.93], [1.52, -1.33, 3.95], [2.51, -3.48, 2.58], [1.93, 0.47, -0.59], [-0.54, 0.10, -0.12], [-0.12, 0.18, -1.83], [-1.69, -1.73, -1.37], [-0.50, -2.40, -0.24], [-2.04, -0.24, -3.39], [-4.58, -0.69, -4.24], [-2.80, -4.37, -4.33], [1.90, -3.20, -2.81], [1.56, -3.35, -1.06], [3.21, -1.59, -1.34], [2.23, -0.79, -2.58]], "mulliken_charge": [-1.0075, -0.4893, 0.9621, -0.5487, -0.5754, -0.7663, -0.5911, -0.1258, 0.8867, -0.7266, 0.0165, 0.3945, -0.6585, -0.5889, -1.0450, 0.9965, -0.4400, -0.4339, -1.2513, 0.1623, 0.8161, -0.6662, 0.4790, -0.4391, -0.4192, -0.3440, -0.7235, -0.9992, -1.0993, 0.2715, 0.3863, 0.3806, 0.4117, 0.3834, 0.4019, 0.4747, 0.2537, 0.4855, 0.4595, 0.3925, 0.3688, 0.5002, 0.6573, 0.2851, 0.4358, 0.4278, 0.4756, 0.4507, 0.4060, 0.5038, 0.4128], "e_tot_ev": -36284.1045, "e_homo_ev": -8.7, "multiplicity": 1, "smiles": "COc1ccccc1C(=O)Nc1ccnn1C1CCN(C(=O)c2ccoc2)CC1", "homo_lumo_gap_ev": 9.068, "e_lumo_ev": 0.37, "e_above_lowest_ev": 2.792}

---

No. 2
{"formula": "C21H22N6Pd", "method": "ωB97M-V/def2-TZVPD", "symbols": ["Pd", "C", "N", "C", "C", "C", "C", "C", "C", "N", "C", "C", "C", "C", "C", "C", "N", "C", "C", "C", "C", "C", "N", "H", "H", "H", "H", "H", "H", "H", "H", "H", "H", "H", "H", "H", "H", "H", "H", "H", "H", "N", "C", "C", "N", "C", "H", "H", "H", "H"], "positions_angstrom": [[-0.19, -1.09, 1.54], [-0.66, 2.21, 1.55], [-0.18, 1.88, 0.22], [-1.16, 2.22, -0.79], [-2.29, 1.21, -0.80], [-2.08, -0.04, -1.36], [-3.11, -0.97, -1.33], [-4.31, -0.61, -0.74], [-4.42, 0.66, -0.21], [-3.44, 1.57, -0.24], [1.18, 2.33, -0.05], [2.19, 1.21, 0.11], [3.09, 1.20, 1.17], [3.96, 0.12, 1.30], [3.90, -0.89, 0.37], [2.98, -0.78, -0.67], [2.14, 0.24, -0.80], [0.21, 1.74, 2.68], [0.82, 2.66, 3.52], [1.63, 2.23, 4.55], [1.81, 0.87, 4.73], [1.14, 0.00, 3.87], [0.36, 0.42, 2.86], [-0.78, 3.31, 1.65], [-1.65, 1.77, 1.67], [-1.59, 3.22, -0.66], [-0.66, 2.19, -1.76], [-1.12, -0.28, -1.77], [-2.96, -1.96, -1.75], [-5.14, -1.29, -0.69], [-5.35, 0.98, 0.27], [1.24, 2.66, -1.09], [1.47, 3.18, 0.58], [3.09, 2.01, 1.88], [4.66, 0.09, 2.12], [4.55, -1.76, 0.43], [2.93, -1.55, -1.43], [0.66, 3.72, 3.34], [2.12, 2.95, 5.20], [2.43, 0.47, 5.52], [1.23, -1.07, 3.99], [-1.46, -4.46, -0.63], [-0.64, -3.89, -1.58], [-0.12, -2.79, -0.99], [-0.62, -2.66, 0.29], [-1.42, -3.68, 0.47], [-1.99, -5.31, -0.73], [-0.50, -4.33, -2.55], [0.57, -2.06, -1.38], [-1.98, -3.88, 1.37]], "mulliken_charge": [-0.1558, -1.0890, 0.6370, -1.1930, 0.5609, -0.3464, -0.2264, -0.5884, -0.3429, -0.5309, -1.3345, 0.6781, -0.6069, -0.4764, -0.5592, -0.1721, -0.3633, 0.8640, -0.5575, -0.4510, -0.6251, -0.3463, -0.1070, 0.2635, 0.3116, 0.2870, 0.6138, 0.3195, 0.4582, 0.3886, 0.3835, 0.6894, 0.3128, 0.4555, 0.4186, 0.3993, 0.4163, 0.3921, 0.3983, 0.4091, 0.3566, -0.0593, -0.7658, -0.2964, 0.2061, -0.3857, 0.1697, 0.4078, 0.3668, 0.4151], "e_tot_ev": -34553.9785, "e_homo_ev": -5.6, "multiplicity": 1, "homo_lumo_gap_ev": 6.287, "e_lumo_ev": 0.70, "e_above_lowest_ev": 0.000}

---

No. 3
{"formula": "C21H23BrCoN7OS", "method": "ωB97M-V/def2-TZVPD", "symbols": ["Co", "C", "C", "N", "N", "C", "N", "S", "C", "C", "C", "C", "C", "N", "H", "H", "H", "H", "H", "H", "H", "H", "H", "C", "C", "O", "N", "C", "C", "C", "C", "C", "C", "N", "H", "H", "H", "H", "H", "H", "H", "H", "H", "H", "Br", "C", "C", "C", "C", "N", "C", "H", "H", "H", "H"], "positions_angstrom": [[0.24, -0.51, -0.17], [3.69, 1.51, 0.18], [2.25, 1.22, -0.12], [1.42, 0.74, 0.77], [1.70, 0.64, 2.05], [0.68, 0.27, 2.80], [0.84, 0.19, 4.13], [-0.85, -0.15, 2.14], [1.59, 1.59, -1.35], [2.21, 2.32, -2.37], [1.44, 2.74, -3.44], [0.08, 2.46, -3.46], [-0.45, 1.70, -2.42], [0.29, 1.25, -1.42], [3.89, 1.29, 1.22], [3.91, 2.56, 0.00], [4.35, 0.91, -0.45], [1.63, 0.65, 4.55], [0.01, 0.06, 4.69], [3.26, 2.54, -2.30], [1.90, 3.30, -4.24], [-0.54, 2.81, -4.26], [-1.50, 1.44, -2.41], [-1.83, -2.94, -2.87], [-1.53, -2.50, -1.47], [-1.35, -1.32, -1.19], [-1.50, -3.47, -0.54], [-1.36, -3.21, 0.87], [0.07, -3.19, 1.37], [0.47, -4.05, 2.38], [1.77, -4.01, 2.85], [2.63, -3.07, 2.30], [2.15, -2.23, 1.32], [0.90, -2.28, 0.85], [-2.17, -2.09, -3.46], [-2.60, -3.71, -2.88], [-0.94, -3.35, -3.33], [-1.58, -4.43, -0.85], [-1.92, -3.96, 1.43], [-1.80, -2.22, 1.07], [-0.25, -4.73, 2.81], [2.11, -4.70, 3.61], [3.65, -2.98, 2.63], [2.81, -1.47, 0.91], [5.45, -2.57, -2.15], [3.76, -1.87, -2.69], [3.61, -1.23, -3.91], [2.34, -0.75, -4.22], [1.32, -0.89, -3.29], [1.49, -1.46, -2.10], [2.68, -1.99, -1.83], [4.44, -1.12, -4.59], [2.16, -0.27, -5.17], [0.32, -0.54, -3.51], [2.78, -2.54, -0.91]], "mulliken_charge": [0.2416, -1.6661, 1.2376, 0.9108, -1.5790, 0.6284, -0.4061, -0.4568, 0.6680, -0.6348, -0.5575, -0.6336, -0.4252, -0.1598, 0.3749, 0.5196, 0.3058, 0.2658, 0.2373, 0.4619, 0.4790, 0.4380, 0.5048, -1.5623, 0.7968, -0.6320, -0.0632, -1.0654, 0.8506, -0.9999, -0.5743, -1.3335, -0.0201, 0.8806, 0.3543, 0.4839, 0.3047, 0.2436, 0.5509, 0.0968, 0.4423, 0.4306, 0.4887, 0.5046, -0.1411, -0.5227, -0.1990, -1.1637, -0.5208, 0.4204, -0.4175, 0.4992, 0.5043, 0.7279, 0.8808], "e_tot_ev": -153129.8953, "charge": 1, "e_homo_ev": [-10.2, -10.2], "multiplicity": 4, "homo_lumo_gap_ev": [7.237, 7.218], "e_lumo_ev": [-2.99, -2.99], "e_above_lowest_ev": 1.145}

---

No. 4
{"formula": "C21H23BrN4PtS2Te", "method": "ωB97M-V/def2-TZVPD", "symbols": ["Pt", "Br", "C", "C", "C", "C", "N", "C", "H", "H", "H", "H", "Te", "C", "C", "C", "C", "S", "H", "H", "H", "C", "C", "C", "C", "C", "C", "N", "H", "H", "H", "H", "H", "H", "H", "H", "C", "C", "C", "C", "N", "C", "S", "N", "C", "H", "H", "H", "H", "H", "H", "H", "H"], "positions_angstrom": [[-0.78, 0.60, 0.19], [1.42, 4.54, 3.92], [0.49, 2.90, 3.79], [0.24, 2.12, 4.93], [-0.46, 0.92, 4.74], [-0.88, 0.55, 3.45], [-0.61, 1.31, 2.33], [0.05, 2.50, 2.53], [0.59, 2.49, 5.91], [-0.71, 0.24, 5.58], [-1.45, -0.37, 3.27], [0.18, 3.14, 1.66], [-1.09, -1.94, 0.81], [-1.86, -2.43, -1.07], [-2.19, -3.73, -1.47], [-2.70, -3.73, -2.80], [-2.75, -2.47, -3.35], [-2.18, -1.25, -2.30], [-2.05, -4.60, -0.83], [-3.03, -4.65, -3.32], [-3.07, -2.19, -4.35], [-3.69, 1.80, -0.92], [-2.57, 2.75, -1.13], [-2.63, 4.02, -1.76], [-1.37, 4.57, -1.69], [-0.54, 3.62, -1.02], [0.91, 3.82, -0.73], [-1.28, 2.48, -0.65], [-4.46, 2.27, -0.28], [-3.30, 0.89, -0.41], [-4.16, 1.51, -1.88], [-3.51, 4.48, -2.23], [-1.06, 5.55, -2.05], [1.44, 4.14, -1.65], [1.38, 2.87, -0.40], [1.05, 4.58, 0.06], [3.10, -4.32, -2.22], [2.78, -3.19, -1.30], [3.12, -3.12, 0.03], [2.74, -1.99, 0.78], [1.98, -1.01, 0.26], [1.71, -1.05, -1.03], [0.84, 0.25, -1.75], [2.13, -2.08, -1.83], [3.19, -1.80, 2.19], [3.43, -5.17, -1.60], [3.91, -4.05, -2.92], [2.20, -4.61, -2.79], [3.71, -3.92, 0.51], [1.88, -2.04, -2.82], [2.81, -2.59, 2.86], [2.77, -0.83, 2.51], [4.30, -1.78, 2.27]], "mulliken_charge": [1.2191, -0.1182, -0.1486, -0.1406, -0.8083, -0.1890, -0.0747, 0.2898, 0.4572, 0.3970, 0.3858, -0.0469, 0.1330, 0.3161, -0.5219, -0.5006, -0.5462, 0.1131, 0.4138, 0.3968, 0.4165, -1.0912, 0.6080, -0.7794, -0.6372, 0.5642, -1.2176, -0.0834, 0.3453, 0.1968, 0.3075, 0.4706, 0.5222, 0.4024, 0.2192, 0.3622, -1.3134, 0.6917, -0.7892, 0.7924, -0.1629, -0.0255, -0.4621, 0.0559, -1.2889, 0.3564, 0.3373, 0.3885, 0.4535, 0.3180, 0.3471, 0.3005, 0.3681], "e_tot_ev": -130347.2488, "charge": 2, "e_homo_ev": [-13.2, -14.3], "multiplicity": 5, "homo_lumo_gap_ev": [7.247, 6.122], "e_lumo_ev": [-5.92, -8.16], "e_above_lowest_ev": 0.000}